No. 1
Entry from OMol25: C22H42MnN4O3SSi as an isolated structure in a non-equilibrium geometry (wB97M-V/def2-TZVPD).

Each line ends with the Löwdin charge.
Geometry (Å):
Mn (0.00167, -0.67146, 0.04790)  0.209
C (-2.05882, -0.47482, 2.18024)  -0.158
C (-2.72063, -1.09102, 0.96617)  -0.151
N (-2.07587, -0.63426, -0.27698)  -0.122
C (-2.50014, 0.68532, -0.79365)  -0.219
C (-1.89320, 1.88482, -0.07157)  -0.375
S (-0.10327, 1.65286, 0.23274)  0.980
C (0.00135, 1.82610, 2.05067)  -0.376
C (0.08167, 0.49294, 2.81159)  -0.237
N (-0.59177, -0.59112, 2.07746)  -0.119
H (-2.43584, -0.95440, 3.08757)  0.137
H (-2.31571, 0.57999, 2.26780)  0.106
H (-3.79371, -0.87070, 0.97529)  0.131
H (-2.60271, -2.17523, 1.00095)  0.132
H (-2.33677, -1.29380, -0.99774)  0.102
H (-3.59168, 0.78387, -0.78296)  0.131
H (-2.18942, 0.71217, -1.83909)  0.115
H (-2.37824, 2.09551, 0.87936)  0.071
H (-2.02745, 2.77000, -0.69213)  0.087
H (-0.84026, 2.43895, 2.36991)  0.080
H (0.89436, 2.41421, 2.25860)  0.083
H (-0.34786, 0.62995, 3.80989)  0.132
H (1.12371, 0.21340, 2.96312)  0.096
H (-0.30699, -1.49540, 2.44544)  0.103
C (-4.64582, -2.96078, -4.76254)  -0.067
C (-3.41396, -3.27271, -5.59443)  -0.193
N (-2.17314, -2.87795, -4.91937)  -0.054
C (-1.27255, -3.94094, -4.48951)  -0.201
C (-1.80201, -4.73680, -3.30926)  -0.068
C (-1.84831, -1.56414, -4.96660)  -0.418
O (-2.52065, -0.73849, -5.56311)  0.084
C (-0.67403, -1.03629, -4.17426)  -0.099
C (0.18084, -0.10861, -4.75335)  0.024
C (1.12072, 0.51468, -3.95315)  -0.012
C (1.11354, 0.26708, -2.59022)  -0.105
N (0.25984, -0.58065, -2.00574)  -0.002
C (-0.56458, -1.26756, -2.81304)  -0.080
H (-5.54812, -3.26974, -5.29065)  0.081
H (-4.71686, -1.88938, -4.57704)  0.072
H (-4.61621, -3.48562, -3.80579)  0.067
H (-3.46328, -2.75475, -6.55231)  0.124
H (-3.34189, -4.34172, -5.79631)  0.120
H (-0.30955, -3.49830, -4.25987)  0.090
H (-1.10940, -4.60760, -5.34124)  0.130
H (-1.96109, -4.10413, -2.43348)  0.064
H (-1.09674, -5.52226, -3.03400)  0.081
H (-2.74878, -5.22075, -3.55246)  0.075
H (0.08912, 0.12520, -5.80579)  0.134
H (1.82757, 1.22233, -4.36255)  0.118
H (1.79763, 0.78333, -1.92920)  0.109
H (-1.18737, -2.01097, -2.33497)  0.109
C (1.77034, -2.80706, 3.34288)  -0.158
Si (3.04580, -2.33431, 2.06062)  0.535
C (3.69087, -3.85459, 1.20727)  -0.150
C (4.40964, -1.31908, 2.82014)  -0.169
C (2.22006, -1.24395, 0.71237)  -0.135
H (2.21437, -3.49392, 4.06719)  0.046
H (0.93176, -3.32278, 2.86996)  0.034
H (1.39851, -1.95049, 3.91069)  0.027
H (4.24430, -4.47811, 1.91270)  0.045
H (4.36084, -3.60199, 0.38362)  0.048
H (2.87024, -4.45362, 0.80678)  0.041
H (4.92538, -1.88186, 3.60093)  0.040
H (4.02437, -0.40396, 3.27690)  0.032
H (5.15301, -1.03466, 2.07261)  0.039
H (1.62324, -0.44864, 1.20687)  0.046
H (2.98519, -0.78121, 0.09030)  0.108
C (1.54517, -3.69429, -1.95705)  -0.031
O (2.07836, -2.61484, -1.19313)  -0.071
C (1.38459, -2.16856, -0.12391)  -0.700
O (0.37977, -2.75746, 0.29714)  -0.010
H (2.24624, -4.52837, -1.93068)  0.102
H (1.45941, -3.32717, -2.97684)  0.083
H (0.58253, -4.01243, -1.56743)  0.082

Force components x, y, z for each atom (eV/Å):
Mn 0.5 0.2 0.2
C 0.0 -0.1 0.1
C -0.1 0.0 0.0
N 0.0 0.2 0.0
C -0.1 0.1 0.0
C -0.1 0.0 0.0
S -0.1 -0.1 0.0
C 0.0 0.1 0.0
C -0.1 0.0 0.0
N 0.0 0.0 0.1
H 0.0 0.0 0.0
H 0.0 0.0 0.0
H 0.0 0.0 0.0
H 0.0 0.0 0.0
H 0.0 -0.1 0.0
H 0.0 0.0 0.0
H 0.0 0.0 0.0
H 0.0 0.0 0.0
H 0.0 0.0 0.0
H 0.0 0.0 0.0
H 0.0 0.0 0.0
H 0.0 0.0 0.0
H 0.0 0.0 0.0
H 0.0 0.1 0.1
C -0.1 0.0 0.0
C 0.0 0.0 0.0
N 0.1 0.0 0.0
C -0.1 0.1 -0.1
C 0.0 -0.1 0.0
C 0.0 0.0 0.0
O 0.0 0.0 0.0
C -0.1 -0.2 0.1
C 0.0 0.0 -0.1
C 0.0 0.0 0.0
C 0.0 0.0 0.0
N 0.0 -0.1 -0.1
C 0.1 0.2 0.0
H 0.0 0.0 0.0
H 0.0 0.0 0.0
H 0.0 0.0 0.0
H 0.0 0.0 0.0
H 0.0 0.0 0.0
H 0.1 0.0 0.1
H 0.0 0.0 0.0
H 0.0 0.0 0.0
H 0.0 0.0 0.0
H 0.0 0.0 0.0
H 0.0 0.0 0.0
H 0.0 0.0 0.0
H 0.0 0.0 0.0
H 0.0 -0.1 0.0
C 0.0 0.0 0.0
Si 0.0 0.2 0.1
C 0.0 0.0 0.0
C 0.0 0.0 0.0
C 0.0 -0.2 -0.3
H 0.0 0.0 0.0
H 0.0 0.0 0.0
H 0.0 0.0 0.0
H 0.0 0.0 0.0
H 0.0 0.0 0.0
H 0.0 0.0 0.0
H 0.0 0.0 0.0
H 0.0 0.0 0.0
H 0.0 0.0 0.0
H 0.0 0.0 -0.2
H 0.1 0.0 0.0
C 0.0 0.1 0.0
O 0.3 0.1 -0.1
C 1.0 0.2 -0.4
O -1.5 -0.4 0.5
H 0.0 0.1 0.0
H -0.1 -0.1 -0.1
H -0.1 0.0 0.0

Values from the calculation:
Total charge ... +1
Calculated total energy ... -3146.7486 hartree


No. 2
Entry from OMol25: an isolated ion of composition C22H42N3O5P2 and charge -1 in a non-equilibrium geometry (wB97M-V/def2-TZVPD).

Each line ends with the Löwdin charge.
Geometry (Å):
C (-2.63852, -1.76485, 3.75147)  -0.145
N (-1.43530, -1.03127, 3.28697)  -0.227
C (-1.53183, -0.41210, 1.97388)  -0.368
P (-0.37544, 1.05932, 1.48253)  0.453
C (0.45970, 2.75316, 1.03685)  -0.298
C (-0.31615, 4.10837, 1.38503)  -0.259
O (0.08561, 5.16096, 0.39846)  -0.113
C (-1.05660, 5.30411, -0.45856)  -0.269
O (-0.99718, 5.15908, -1.71178)  0.000
C (0.33397, 0.22856, -0.09899)  -0.253
C (1.86828, 0.58764, -0.54522)  -0.135
C (2.27640, -0.58104, -1.56992)  -0.362
O (1.82071, -0.43747, -2.75423)  -0.003
N (3.12536, -1.74696, -1.26435)  0.057
C (3.29872, -2.43429, -2.59452)  -0.202
C (4.49718, -1.93371, -3.44658)  -0.022
C (4.71057, -2.54408, -4.84801)  -0.074
C (3.69038, -3.61577, -5.33420)  -0.090
C (2.50711, -4.12916, -4.45438)  -0.070
C (2.28588, -3.52469, -3.04431)  -0.006
C (-1.82824, 1.64204, 0.38255)  -0.326
C (-2.73046, 0.60321, -0.44760)  -0.222
C (-3.24699, 1.20360, -1.87891)  -0.378
C (-2.87675, 0.11368, -3.02879)  -0.119
C (-4.83246, 1.48526, -1.90980)  -0.108
C (1.08644, 0.42145, 2.53184)  -0.292
C (1.82568, -0.95011, 2.32764)  -0.353
O (2.49747, -1.18002, 3.65389)  -0.128
C (1.15736, -2.34026, 2.01988)  -0.221
N (2.21521, -3.26648, 1.42158)  -0.031
P (-1.05826, 2.05504, 3.34060)  0.622
O (-2.43441, 2.74260, 3.35891)  -0.554
H (-3.29796, -1.13606, 4.44646)  0.076
H (-2.26952, -2.68454, 4.34503)  0.080
H (-3.23402, -2.12492, 2.84651)  0.077
H (-0.58192, -1.30521, 3.73451)  0.062
H (-2.57961, 0.08588, 2.10552)  0.097
H (-1.56300, -1.26138, 1.18704)  0.083
H (0.61497, 2.88820, -0.10569)  0.092
H (1.50875, 2.90515, 1.46177)  0.083
H (-0.00288, 4.56980, 2.39949)  0.112
H (-1.44352, 4.10920, 1.36710)  0.080
H (-2.09880, 5.59472, -0.05229)  0.162
H (0.19305, -0.89930, -0.17332)  0.075
H (-0.16647, 0.62724, -1.07022)  0.093
H (2.59566, 0.78399, 0.29337)  0.087
H (1.91046, 1.53742, -1.20610)  0.120
H (4.05825, -1.41206, -0.94584)  0.123
H (5.19454, -1.11808, -3.02935)  0.103
H (5.58695, -2.18519, -5.47500)  0.080
H (3.80043, -4.05809, -6.37876)  0.073
H (1.77350, -4.90966, -4.83032)  0.079
H (1.43972, -3.80472, -2.33006)  0.098
H (-2.60104, 2.31625, 0.88988)  0.083
H (-1.42799, 2.32711, -0.46956)  0.077
H (-3.68832, 0.42026, 0.17330)  0.103
H (-2.26923, -0.40078, -0.69812)  0.079
H (-2.70872, 2.16550, -2.17560)  0.118
H (-1.73945, -0.09826, -2.98003)  0.076
H (-3.37543, -0.88434, -2.73189)  0.081
H (-3.17427, 0.46371, -4.07361)  0.072
H (-5.29382, 0.72721, -2.64235)  0.066
H (-5.33343, 1.50036, -0.88634)  0.070
H (-4.96499, 2.51706, -2.41953)  0.074
H (0.72331, 0.41628, 3.63823)  0.058
H (1.97163, 1.16976, 2.61226)  0.098
H (2.76152, -0.89460, 1.63544)  0.126
H (3.22657, -1.81205, 3.47234)  0.076
H (0.88291, -2.84149, 3.02751)  0.122
H (0.24767, -2.41787, 1.36371)  0.091
H (1.89522, -3.52439, 0.46655)  0.043
H (2.13510, -4.16582, 1.94085)  0.060
H (-1.14144, 1.18213, 4.50988)  -0.008
H (0.05218, 2.89577, 3.79529)  -0.007

Force components x, y, z for each atom (eV/Å):
C 0.9 -0.5 0.2
N -1.2 -0.5 0.8
C -1.5 -0.9 0.8
P 0.1 -0.8 -2.1
C 1.2 2.4 -1.1
C 0.6 0.8 1.2
O -3.3 -0.4 -1.6
C 1.1 -0.3 -3.9
O 0.2 0.7 4.9
C 1.1 0.1 -3.0
C 0.4 -0.6 -0.7
C -1.1 2.0 -2.9
O 1.4 -0.9 4.3
N -0.5 1.0 -2.5
C 1.0 -1.0 -2.1
C -2.4 -3.0 -1.5
C -3.2 -1.1 2.7
C -0.4 1.0 2.7
C 2.2 3.0 1.6
C 3.6 1.5 -2.3
C -2.0 1.6 -2.2
C -1.2 0.5 -0.3
C 0.1 -0.9 -0.3
C 0.4 0.0 1.1
C 0.6 0.6 -1.2
C 1.7 0.0 2.1
C 1.6 -0.5 0.5
O 0.2 -0.3 -0.9
C -0.3 -1.3 0.6
N -1.2 -0.8 0.2
P -2.5 0.8 2.8
O 1.4 0.0 -0.4
H 0.7 -0.8 -1.0
H -0.8 1.3 -0.8
H 0.6 0.4 1.2
H 0.2 -0.1 -0.4
H 1.6 -0.8 -1.0
H -0.2 1.4 0.7
H -0.3 -0.6 1.8
H -1.3 -0.3 -0.4
H -0.5 -1.0 -1.6
H 1.2 -0.6 0.3
H 1.8 -0.5 0.3
H 0.3 1.3 0.4
H 0.4 -0.8 1.8
H -0.7 -0.6 -0.7
H -0.3 -1.7 1.1
H -1.1 -0.4 0.1
H -1.3 -1.5 -0.8
H -1.4 -0.7 0.8
H -0.1 0.7 1.7
H 1.2 1.2 0.4
H 1.4 0.4 -1.3
H 1.1 -0.9 -0.2
H -0.3 -1.0 1.5
H 1.5 -0.1 -1.0
H -0.3 1.2 0.6
H -0.6 -1.2 0.7
H -1.8 0.5 -0.3
H 0.5 1.5 -0.7
H 0.3 -0.6 1.4
H 0.3 1.0 1.4
H 0.7 -0.1 -1.4
H -0.1 -1.6 0.9
H 0.6 -0.3 -1.6
H -1.5 -1.1 -0.4
H -2.1 0.2 0.6
H -0.7 0.5 0.1
H 0.2 1.2 -1.5
H 0.8 0.8 0.8
H 0.6 0.5 0.8
H 0.2 0.9 -0.5
H 0.6 0.4 -0.8
H -0.5 -0.4 -0.3

Values from the calculation:
Total charge ... -1
Calculated total energy ... -2086.2828 hartree


For the records above, the corresponding LUMO energy values read -0.077 0.091 hartree.